The following is a DFT calculation (wB97M-V/def2-TZVPD) of 2 unconnected molecules or ions with the total composition C4H3ClOS in a non-equilibrium geometry.

Geometry as XYZ:
```
10
Properties=species:S:1:pos:R:3:forces:R:3:nbo_charge:R:1
C 0.37327 -1.63695 0.07039 -0.15 -5.78 0.89 -0.45
C 1.00318 0.92295 0.03377 -0.27 -3.28 -2.38 -0.37
C 0.46900 -0.40189 0.18273 -2.70 6.94 -0.61 0.01
C -1.45717 0.61909 0.15342 3.22 0.13 4.36 0.48
O -1.75967 1.16178 1.18262 -0.29 -1.28 -2.99 -0.47
S 1.25221 1.68799 -1.36537 0.23 0.24 -0.87 -0.01
Cl -1.87344 0.61870 -1.43438 -1.30 0.19 -1.26 0.13
H -0.65297 -2.18915 0.10139 2.26 0.80 -0.13 0.24
H 1.37341 -2.17892 0.20843 -1.65 0.14 -0.66 0.23
H 1.27219 1.39640 0.86701 0.65 1.89 3.65 0.20
```
Positions in Å, forces in eV/Å.

**Frontier orbital gap (alpha / beta)**: 7.44 / 7.44 eV
**F_max**: 7.47 eV/Å
**ΔE to the lowest compared entry with this formula, charge and spin**: 406.1 kJ/mol
**Highest occupied orbital energy (alpha / beta)**: -8.44 / -8.44 eV